Entry from the OMol25 dataset: a molecular structure, C37H42AsN4OPRhS (wB97M-V/def2-TZVPD).

The geometry in XYZ format:
```
88
Properties=species:S:1:pos:R:3:forces:R:3:lowdin_spin:R:1
Rh 0.844 -0.585 -0.203 0.7 0.2 0.6 2.12
S 2.430 -2.117 -1.047 -0.2 0.6 0.4 0.59
C 1.898 -3.741 -0.678 -0.3 0.0 0.0 0.05
C 2.832 -4.771 -0.816 0.0 0.1 -0.1 0.06
C 2.452 -6.085 -0.629 0.0 -0.1 0.1 0.00
C 1.138 -6.393 -0.301 0.1 0.0 0.0 0.06
C 0.208 -5.377 -0.143 -0.2 0.3 0.1 0.00
C 0.576 -4.048 -0.314 0.1 0.0 -0.2 0.05
As -0.677 -2.569 -0.158 -0.5 -1.1 0.6 0.14
C -2.448 -3.423 -0.392 0.3 0.4 -0.3 0.06
C -2.946 -3.533 -1.688 0.4 0.1 -0.1 0.01
C -4.213 -4.047 -1.904 0.0 0.0 0.0 0.00
C -4.994 -4.436 -0.827 0.0 0.0 0.0 0.00
C -4.494 -4.346 0.461 0.0 0.0 0.0 0.00
C -3.224 -3.840 0.681 0.4 0.1 0.2 0.01
C -0.693 -2.211 1.755 -0.2 0.3 0.0 0.02
C -1.679 -1.432 2.255 0.2 -0.5 -0.9 0.07
C -1.708 -1.010 3.629 0.1 0.1 0.7 0.00
C -0.767 -1.396 4.500 -0.2 0.0 -0.3 0.06
C 0.374 -2.262 4.113 0.0 -0.2 0.3 0.01
C 0.484 -2.564 2.601 0.3 -0.3 -0.3 0.00
H 3.849 -4.522 -1.081 0.1 0.0 -0.1 0.00
H 3.179 -6.873 -0.753 0.0 -0.1 0.0 0.00
H 0.841 -7.422 -0.169 0.0 -0.1 0.0 0.00
H -0.821 -5.611 0.106 0.0 -0.1 0.0 0.00
H -2.325 -3.219 -2.524 -0.2 0.0 0.0 0.00
H -4.598 -4.133 -2.908 0.0 0.0 -0.1 0.00
H -5.993 -4.806 -0.992 -0.1 -0.1 0.0 0.00
H -5.094 -4.661 1.300 -0.1 0.0 0.1 0.00
H -2.830 -3.771 1.689 -0.1 0.0 -0.1 0.00
H -2.501 -1.134 1.609 0.0 0.0 0.1 0.00
H -2.526 -0.382 3.948 -0.1 0.0 0.1 0.00
H -0.799 -1.087 5.534 -0.1 0.1 0.1 0.00
H 0.391 -3.145 4.756 0.0 0.0 0.0 0.00
H 0.810 -3.591 2.400 -0.1 0.1 0.1 0.00
N 1.933 -0.047 7.216 0.0 0.0 0.3 0.02
C 1.911 -0.077 6.068 0.0 0.2 0.6 0.01
C 1.812 -0.156 4.668 0.2 0.7 -1.2 0.04
C 1.740 0.959 3.899 0.1 -0.8 1.2 0.00
C 1.514 0.883 2.488 -0.2 -0.5 -1.4 0.10
C 1.389 -0.292 1.821 0.4 0.7 0.3 0.23
C 1.690 -1.579 2.520 0.2 -0.2 -0.3 0.04
C 1.751 -1.520 4.067 -0.1 -0.1 0.1 0.03
H 1.827 1.933 4.359 -0.1 0.0 0.1 0.00
H 1.436 1.821 1.954 0.0 0.0 -0.1 0.01
H 2.583 -2.019 2.057 -0.1 0.0 0.0 0.00
H 2.545 -2.144 4.483 -0.1 0.0 0.0 0.00
O 1.520 1.619 -0.624 0.2 -0.8 0.3 0.08
P 0.740 2.666 -1.347 -0.9 1.5 -0.7 0.01
N -0.514 1.947 -2.157 0.6 0.0 0.4 0.01
C -0.958 0.611 -1.843 0.1 -0.2 0.4 0.05
C -1.940 0.278 -2.956 0.0 -0.1 0.0 0.01
C -2.616 1.631 -3.183 0.1 0.0 0.1 0.00
C -1.461 2.627 -3.032 -0.1 0.4 -0.3 0.00
N 1.567 3.492 -2.537 -0.6 -0.7 0.7 0.00
C 1.957 2.641 -3.671 0.0 -0.3 -0.5 0.00
C 3.119 3.390 -4.306 0.0 0.0 0.2 0.00
C 3.849 3.923 -3.080 -0.1 0.0 -0.1 0.00
C 2.695 4.363 -2.183 0.3 0.6 0.2 0.00
N 0.025 3.828 -0.375 0.4 -0.9 -0.6 0.00
C -1.103 3.387 0.438 -0.4 -0.2 0.2 0.00
C -1.509 4.653 1.181 0.1 -0.1 0.0 0.00
C -0.153 5.270 1.513 -0.1 0.0 -0.1 0.00
C 0.700 4.946 0.282 0.4 0.5 0.0 0.00
H -1.474 0.565 -0.861 0.1 0.0 -0.2 0.01
H -0.072 -0.090 -1.822 -0.8 0.3 -0.8 0.02
H -2.640 -0.505 -2.665 0.0 0.0 -0.1 0.00
H -1.405 -0.028 -3.855 0.0 -0.1 0.0 0.00
H -3.365 1.800 -2.409 -0.1 0.0 0.0 0.00
H -3.099 1.702 -4.155 0.0 0.0 0.0 0.00
H -1.769 3.582 -2.602 -0.1 0.0 0.0 0.00
H -0.995 2.833 -3.999 0.0 0.1 0.0 0.00
H 1.115 2.518 -4.352 0.1 -0.1 0.0 0.00
H 2.282 1.650 -3.327 0.0 0.0 -0.1 0.00
H 2.740 4.220 -4.903 0.0 0.0 -0.1 0.00
H 3.735 2.750 -4.933 0.0 0.0 -0.1 0.00
H 4.528 4.740 -3.308 0.1 0.0 0.0 0.00
H 4.411 3.119 -2.603 0.1 0.0 0.0 0.00
H 2.411 5.399 -2.392 0.1 0.0 0.1 0.00
H 2.954 4.275 -1.127 0.0 0.1 0.0 0.00
H -0.814 2.597 1.149 -0.1 0.0 0.0 0.00
H -1.898 3.001 -0.203 0.0 0.0 0.0 0.00
H -2.109 4.447 2.063 -0.1 0.0 0.0 0.00
H -2.067 5.310 0.515 -0.1 0.0 0.0 0.00
H 0.262 4.793 2.401 0.0 0.0 0.0 0.00
H -0.212 6.340 1.695 0.1 0.0 0.1 0.00
H 1.723 4.698 0.573 0.0 0.0 0.0 0.00
H 0.733 5.792 -0.409 0.1 0.0 0.1 0.00
```
Positions in Å, forces in eV/Å.

## Properties
<S²>: 6.04
HOMO (spin up / spin down): -10.1 / -10.4 eV
2S+1: 5
net charge: +1

Entry from the OMol25 dataset: a molecular structure, C37H42BiN5O2PS2 (wB97M-V/def2-TZVPD).

The geometry in XYZ format:
```
90
Properties=species:S:1:pos:R:3:forces:R:3:lowdin_spin:R:1
Bi -15.952 -10.322 6.344 0.6 0.2 0.4 0.54
C -12.518 -9.342 7.133 -0.8 0.3 1.0 0.00
C -12.345 -10.133 5.867 -0.7 -0.8 0.0 0.00
N -13.202 -11.341 5.972 0.3 0.3 0.1 0.02
C -12.711 -12.310 6.952 -1.3 0.0 0.5 0.00
C -13.748 -12.663 8.020 -0.4 -1.3 -0.7 0.02
C -13.867 -13.932 8.618 1.6 0.7 -1.3 0.00
C -14.781 -14.126 9.602 -0.6 0.9 1.0 0.01
C -15.516 -13.030 10.028 -0.4 0.3 -0.3 0.00
C -15.337 -11.789 9.381 -2.0 -1.8 1.5 0.02
C -16.092 -10.587 9.805 -1.0 0.1 -0.6 0.00
N -16.609 -9.820 8.631 -0.8 0.9 0.2 0.02
C -16.644 -8.339 8.945 -0.4 0.9 -1.0 0.01
C -13.984 -8.308 8.726 1.4 0.0 -0.3 0.00
N -13.833 -8.710 7.317 -0.6 0.2 -1.2 0.02
N -14.576 -11.684 8.334 1.6 1.0 -0.5 0.06
H -11.708 -8.626 7.211 0.3 0.4 0.1 0.00
H -12.462 -9.998 8.026 0.4 0.1 -0.6 0.00
H -11.283 -10.419 5.845 -0.1 0.1 -0.5 0.00
H -12.649 -9.580 4.951 0.4 -0.2 0.6 0.00
H -13.375 -11.761 5.079 0.1 -0.3 -0.4 0.00
H -11.958 -11.834 7.534 1.0 0.4 0.3 0.00
H -12.265 -13.202 6.551 0.1 -0.4 -0.5 0.00
H -13.194 -14.730 8.326 0.0 0.0 -0.1 0.00
H -14.855 -15.049 10.134 -0.2 -0.6 0.0 0.00
H -16.325 -13.163 10.742 0.4 0.2 0.2 0.00
H -15.454 -9.919 10.353 0.7 0.7 0.4 0.00
H -16.935 -10.744 10.491 0.2 -0.5 -0.2 0.00
H -17.588 -10.095 8.470 0.4 0.1 0.2 0.00
H -17.311 -8.089 9.795 0.3 -0.6 -0.2 0.00
H -17.142 -7.784 8.065 1.0 -1.2 1.1 0.00
H -13.726 -9.220 9.261 0.0 0.2 0.3 0.00
H -13.176 -7.554 8.896 -0.5 -0.5 0.5 0.00
H -13.895 -7.873 6.728 -0.1 -0.4 0.1 0.00
O -15.055 -8.112 10.738 -0.3 -0.1 -0.5 0.00
C -15.248 -7.780 9.428 -0.8 0.6 0.7 0.00
C -15.309 -6.200 9.300 0.2 -0.9 -1.9 0.00
C -14.931 -5.530 10.430 -0.3 -1.0 2.0 0.00
C -14.866 -4.174 10.492 -0.1 1.1 0.4 0.00
C -15.158 -3.423 9.355 0.7 0.0 0.7 0.00
C -15.506 -4.039 8.199 -0.7 -0.8 -1.7 0.00
C -15.572 -5.472 8.119 0.4 1.7 0.9 0.00
P -15.941 -6.253 6.551 -1.3 -0.5 0.1 0.03
C -17.806 -6.056 6.516 1.2 -0.2 -1.0 0.00
C -18.574 -5.021 7.040 -0.6 0.5 0.3 0.00
C -19.914 -4.883 6.664 0.7 -1.3 -0.4 0.00
C -20.463 -5.886 5.832 -0.7 1.0 1.7 0.00
C -19.734 -6.958 5.434 0.9 -1.3 -1.3 0.00
C -18.360 -7.000 5.664 -0.4 0.4 0.5 0.01
C -15.434 -5.061 5.287 -2.2 1.3 0.7 0.00
C -16.256 -3.992 4.799 0.7 -1.0 0.1 0.00
C -15.730 -3.148 3.853 -1.0 -0.4 0.5 0.00
C -14.424 -3.242 3.450 1.1 0.1 -0.6 0.00
C -13.578 -4.152 4.022 -1.2 -1.8 0.5 0.00
C -14.153 -5.159 4.882 2.8 1.4 -1.5 0.00
H -14.785 -6.192 11.317 0.0 0.6 -0.8 0.00
H -14.669 -3.689 11.453 0.2 -0.1 -0.4 0.00
H -14.983 -2.374 9.307 -0.2 0.8 0.4 0.00
H -15.777 -3.360 7.337 0.5 -1.2 0.8 0.00
H -18.135 -4.333 7.762 0.0 0.0 -0.2 0.00
H -20.564 -4.114 7.048 0.1 0.2 0.1 0.00
H -21.534 -5.901 5.740 -0.3 0.1 -0.5 0.00
H -20.182 -7.784 4.880 -0.1 0.3 0.1 0.00
H -17.687 -7.750 5.256 -0.4 -0.2 0.0 0.02
H -17.303 -3.873 5.080 0.4 -0.2 0.1 0.00
H -16.401 -2.449 3.435 -0.4 0.9 -0.6 0.00
H -14.044 -2.698 2.595 -0.1 0.5 0.2 0.00
H -12.572 -4.196 3.653 0.4 -0.3 0.2 0.00
H -13.511 -5.984 5.181 -0.1 0.1 0.2 0.00
O -18.227 -10.266 6.105 -0.7 0.4 0.7 0.04
N -19.084 -11.199 6.570 0.1 -1.0 -1.0 0.01
C -20.299 -10.797 7.061 1.8 -0.1 -0.2 0.00
C -21.303 -11.608 7.440 0.4 -1.5 -0.7 0.00
C -21.096 -12.978 7.127 0.9 0.8 0.2 0.00
C -19.881 -13.349 6.548 -2.0 -1.8 1.3 0.00
C -18.798 -12.511 6.286 0.0 0.2 -0.7 0.01
S -17.366 -13.053 5.499 -0.6 0.5 0.6 0.09
H -20.286 -9.766 7.103 -0.4 2.1 0.4 0.00
H -22.181 -11.211 7.893 -0.5 0.1 0.1 0.00
H -21.841 -13.723 7.395 0.2 0.1 -0.3 0.00
H -19.810 -14.430 6.411 0.5 0.4 -0.4 0.00
C -15.907 -8.285 2.700 -0.6 0.4 0.5 0.00
S -15.612 -10.027 2.961 -0.8 -0.8 -0.4 0.02
C -17.278 -10.675 2.485 0.8 -1.3 -0.8 0.00
H -16.804 -7.978 3.256 0.2 0.0 -0.3 0.00
H -15.966 -7.965 1.673 -0.3 -0.3 -0.6 0.00
H -15.081 -7.723 3.091 0.6 0.2 0.5 0.00
H -17.519 -10.393 1.457 0.2 0.2 0.1 0.00
H -18.050 -10.350 3.139 -0.5 0.5 0.8 0.00
H -17.316 -11.800 2.504 0.5 1.1 0.2 0.00
```
Positions in Å, forces in eV/Å.

## Properties
<S²>: 0.75
HOMO (spin up / spin down): -5.8 / -6.8 eV
2S+1: 2

Results for energy above the lowest of the compared OMol25 structures with the same formula, charge and spin: 2.5790 1.3966 (in eV, following the order of the records).
Results for electronic energy: -131020.782 -87390.284 (in eV, following the order of the records).